C10H15N2O | the ωB97M-V functional and the def2-TZVPD basis

## Properties
**Max |F|**: 5.0 eV/A
**Frontier orbital gap**: 8.41 eV

Structure (ORCA input):
```
! RIJCOSX wB97M-V def2-TZVPD def2/J DEFGRID3
* xyz 1 1
H 1.84 1.46 -1.59
H 2.91 1.41 -0.26
H -1.79 2.56 0.78
C -0.28 1.31 -0.06
N -3.54 -1.30 -0.27
C 1.58 -0.23 -0.12
C -1.50 1.59 0.29
C -1.07 -1.22 0.55
C -3.99 0.85 -0.12
C 2.41 0.77 -0.94
H 1.56 1.01 1.68
H -0.83 -2.16 0.18
H 2.69 -0.34 1.75
C -2.40 -0.72 0.04
H 0.28 -0.24 -1.54
C 1.74 -0.01 1.45
C 1.95 -1.66 -0.60
H 1.15 -0.58 2.05
H 3.08 0.10 -1.65
N 0.18 0.01 -0.58
H -0.70 -0.69 1.40
O -4.45 -0.39 -0.36
H 2.98 -1.77 -0.79
H -4.69 1.69 -0.05
H 1.39 -1.81 -1.52
H 1.67 -2.45 0.11
C -2.63 0.70 0.18
H 0.46 2.10 -0.01
*
```

Atom charges from the Löwdin analysis, given in e for atoms 1 to 5: number 1, H, carries 0.0891; number 2, H, carries 0.0731; number 3, H, carries 0.1612; number 4, C, carries -0.0891; number 5, N, carries 0.1157

=====

C18H54N4O8 | the ωB97M-V functional and the def2-TZVPD basis

## Properties
**SMILES**: COC[C@H](C)N.COC[C@H](C)N.COC[C@H](C)N.COC[C@H](C)N.OCCO.O.O
**Max |F|**: 2.6 eV/A
**Frontier orbital gap**: 9.40 eV

Structure (ORCA input):
```
! RIJCOSX wB97M-V def2-TZVPD def2/J DEFGRID3
* xyz 0 1
C 1.20 -1.33 2.82
H -2.99 4.01 1.58
H -1.92 3.45 4.54
H 0.19 -1.19 3.21
H -1.80 -0.20 -1.53
H 1.62 2.33 -2.76
N 3.31 -0.11 2.54
C 2.40 2.11 -7.69
C -1.14 2.22 1.20
H 3.32 0.22 4.92
C -2.47 -3.13 0.45
H 5.74 -1.06 -0.49
H 2.26 -0.93 -6.34
H -0.24 1.60 1.27
C 2.33 1.09 -6.53
O 3.90 -0.17 -0.48
N -2.66 4.15 4.50
H -2.75 -7.38 0.21
H -4.17 -6.40 -0.23
H 0.43 1.79 -5.55
H -3.65 2.31 3.99
H 3.05 -0.25 1.57
O 3.12 -2.53 -2.06
H 1.73 4.05 -3.30
H 2.10 -0.56 -7.87
H 1.57 2.18 -8.39
N -2.43 -1.79 -0.19
C 4.28 -2.41 -1.29
H 0.33 0.74 -0.87
H 2.36 -2.25 -1.54
H -3.37 -4.03 2.21
H 2.17 -1.01 5.22
H -5.53 3.76 2.74
H 1.39 0.69 -4.69
C -3.34 -3.07 1.69
H 5.07 -2.95 -1.81
H 4.00 0.76 -0.67
H -2.28 4.93 3.98
C -3.10 -6.52 -0.36
H -4.81 5.07 3.10
H -0.53 0.52 4.99
C 0.21 0.68 5.77
H -3.82 2.51 1.78
H 1.58 -2.21 3.34
H 3.32 1.85 -8.23
C 4.86 -0.98 -1.13
H -4.38 -2.93 1.40
H 3.35 0.88 -6.21
O 0.85 0.10 -0.37
C -3.56 3.35 3.66
H 1.76 0.29 -0.60
O 1.52 1.02 5.40
H -1.45 -3.34 0.78
H -1.75 1.70 0.46
C -4.87 4.07 3.57
H 5.07 -0.67 -2.15
O -1.78 2.47 2.44
H -2.22 -3.96 -1.49
C 2.26 -0.01 4.78
O -2.29 -5.40 0.04
O 2.09 2.66 -4.71
C 1.40 3.05 -3.56
H -5.41 4.22 4.50
H 1.30 -1.39 1.74
C -2.80 -4.21 -0.60
C -3.02 3.12 2.22
C 1.48 1.56 -5.35
H 4.23 -2.78 -0.26
H 0.30 3.05 -3.64
H 0.20 -0.25 6.36
H -2.95 -6.66 -1.43
H -2.10 0.74 -2.70
C 2.03 -0.07 3.27
H 3.75 -0.99 2.81
H 2.78 3.06 -7.32
H -1.52 -1.41 0.06
H -3.13 -1.18 0.21
H -3.88 -4.30 -0.72
H 1.51 0.82 2.93
H -3.02 -2.28 2.37
H -0.13 1.46 6.45
N 1.84 -0.24 -6.95
O -1.50 0.62 -1.96
H -0.78 3.23 0.95
*
```

Atom charges from the Löwdin analysis, given in e for atoms 1 to 5: number 1, C, carries -0.0561; number 2, H, carries 0.1285; number 3, H, carries 0.0608; number 4, H, carries 0.0657; number 5, H, carries -0.0026

=====

C2H6O2Sn | the ωB97M-V functional and the def2-TZVPD basis

## Properties
**Max |F|**: 3.7 eV/A
**Frontier orbital gap**: 8.84 eV

Structure (ORCA input):
```
! RIJCOSX wB97M-V def2-TZVPD def2/J DEFGRID3
* xyz 2 1
O -1.73 -7.47 -1.97
C -0.96 -5.12 -2.28
H -1.58 -3.91 -0.87
H 0.00 -6.77 -1.16
H -0.04 -6.77 -3.07
H -1.47 -5.29 -3.20
O -1.89 -4.72 -1.26
Sn -3.43 -6.62 -0.59
H -2.04 -7.78 -2.78
H -0.19 -4.32 -2.34
C -0.52 -6.54 -2.09
*
```

Atom charges from the Löwdin analysis, given in e for atoms 1 to 5: number 1, O, carries -0.2311; number 2, C, carries -0.1723; number 3, H, carries 0.1208; number 4, H, carries 0.1474; number 5, H, carries 0.1724

=====

C5H6O | the ωB97M-V functional and the def2-TZVPD basis

## Properties
**SMILES**: C#C[C@@H](C)C=O
**Max |F|**: 0.7 eV/A
**Frontier orbital gap**: 10.59 eV

Structure (ORCA input):
```
! RIJCOSX wB97M-V def2-TZVPD def2/J DEFGRID3
* xyz 0 1
H -0.60 -0.32 2.31
C -0.97 -0.19 1.28
C -0.04 0.96 -2.12
O 0.86 -1.83 -0.17
C -0.17 0.89 -0.92
C 1.15 -0.66 -0.04
H 0.69 1.19 0.97
C 0.15 0.41 0.43
H 2.12 -0.25 -0.38
H -1.86 0.45 1.31
H -1.24 -1.18 0.90
H 0.10 0.96 -3.18
*
```

Atom charges from the Löwdin analysis, given in e for atoms 1 to 5: number 1, H, carries 0.0837; number 2, C, carries -0.0579; number 3, C, carries 0.1366; number 4, O, carries 0.0654; number 5, C, carries -0.1084

=====

| no. | E_HOMO (Eh) |
| --- | --- |
| 1 | -0.489 |
| 2 | -0.332 |
| 3 | -0.753 |
| 4 | -0.359 |